The following is a DFT calculation (ωB97M-V/def2-TZVPD) of 2 unconnected molecules or ions with the total composition C6H15N2O4P in a non-equilibrium geometry.

```
28
Properties=species:S:1:pos:R:3:forces:R:3:nbo_charge:R:1
C 1.37009 -2.55589 -0.48751 2.341 -0.616 -0.634 0.04
C -2.62219 -1.46646 0.47382 -1.250 -3.525 1.381 -0.30
C -2.43446 2.26770 -0.22618 -2.261 0.318 -2.999 -0.25
C 3.15523 1.16159 -1.05711 -1.014 -0.304 -0.561 -0.25
C 1.13059 0.17773 2.29223 0.827 -0.785 1.327 -0.24
C -2.25654 0.12648 -1.13158 -0.422 0.037 1.055 0.47
N 0.71963 -1.69434 0.11997 -0.832 1.579 -0.330 -0.78
N 0.36709 0.27894 -1.72060 -2.714 -0.858 -1.042 -1.37
O -2.25344 -1.21372 -0.86785 -0.967 3.578 0.917 -0.51
O -2.40008 0.89387 0.04171 -0.065 -2.799 -1.503 -0.56
O 2.51341 0.12696 -0.29656 -0.467 -0.041 0.166 -0.83
O 0.41833 0.49189 1.16054 -1.015 1.326 -3.306 -0.81
P 0.90531 -0.05195 -0.31251 0.484 -1.543 0.313 2.34
H 1.02479 -3.53862 -0.35347 -0.137 -1.701 -0.011 0.15
H 2.35702 -2.44532 -1.05834 -1.413 0.326 0.413 0.15
H -2.04024 -1.04416 1.20753 1.973 1.674 1.066 0.20
H -2.36998 -2.54283 0.67291 -0.951 0.666 -0.551 0.19
H -3.64786 -1.17270 0.84434 0.672 -0.554 -1.361 0.19
H -3.50128 2.61879 -0.52132 1.668 -0.545 0.954 0.18
H -1.84962 2.39676 -1.10860 0.388 0.376 -0.910 0.20
H -1.96597 2.87246 0.47668 0.420 0.567 1.956 0.19
H 3.10361 2.03234 -0.44187 -0.471 1.156 -0.098 0.18
H 2.64089 1.22371 -2.06211 0.839 0.269 1.134 0.22
H 4.21370 0.97569 -1.08912 0.347 -0.705 -0.433 0.19
H 0.46829 -0.38092 2.99357 0.430 0.832 -0.172 0.19
H 1.60604 1.09085 2.67518 -0.448 -0.265 0.419 0.18
H 1.94450 -0.49576 2.06390 0.356 -0.325 -0.016 0.18
H -0.59687 -0.13307 -2.28766 3.683 1.860 2.825 0.47
```
Positions in Å, forces in eV/Å.

Computed properties:
ΔE to the lowest compared entry with this formula, charge and spin ... 70.6 kcal per mole
Frontier orbital gap ... 9.506 eV
E_HOMO ... -0.317 Ha
Molecular weight ... 210.2 g/mol